Record 1
ORCA calculation (ωB97M-V with the def2-TZVPD basis set) on C48H117N7O12S3 as an isolated structure.

The geometry in XYZ format:
```
187
C48H117N7O12S3 (ωB97M-V with the def2-TZVPD basis set)
C -2.457 -2.458 3.391
C -1.473 -2.246 4.574
N -1.121 -3.467 5.258
C -2.236 -4.198 5.909
C -3.102 -3.359 6.849
C -0.292 -4.249 4.322
C 0.223 -5.534 4.953
H -3.399 -2.836 3.789
H -1.989 -3.083 2.630
H -2.784 -1.508 2.969
H -0.652 -1.683 4.132
H -1.741 -1.525 5.346
H -2.807 -4.782 5.188
H -1.703 -4.917 6.530
H -2.567 -2.855 7.653
H -3.591 -2.576 6.270
H -3.953 -3.879 7.289
H 0.513 -3.784 3.753
H -1.020 -4.518 3.556
H 0.890 -6.127 4.327
H -0.590 -6.205 5.232
H 0.851 -5.326 5.819
C 1.109 -4.436 -1.372
C -0.264 -4.944 -1.425
N -1.107 -3.923 -2.029
C -0.927 -3.771 -3.503
C -1.871 -2.711 -4.064
C -2.594 -4.110 -1.640
C -2.742 -3.843 -0.106
H 1.601 -4.838 -0.487
H 1.216 -3.355 -1.277
H 1.700 -4.626 -2.268
H -0.220 -5.838 -2.048
H -0.638 -5.262 -0.452
H 0.094 -3.525 -3.792
H -1.247 -4.674 -4.025
H -2.024 -1.862 -3.398
H -1.339 -2.291 -4.918
H -2.848 -3.132 -4.300
H -2.947 -5.126 -1.820
H -3.229 -3.363 -2.116
H -2.162 -4.560 0.475
H -3.774 -3.988 0.212
H -2.362 -2.878 0.230
C 2.380 0.806 -1.179
C 1.570 1.561 -0.154
N 0.493 0.738 0.418
C 0.921 -0.433 1.181
C 1.610 0.011 2.500
C -0.555 0.396 -0.547
C -1.839 0.429 0.305
H 1.748 0.190 -1.819
H 2.983 0.067 -0.651
H 2.930 1.556 -1.747
H 2.246 1.953 0.606
H 1.122 2.427 -0.642
H 0.042 -0.884 1.640
H 1.431 -1.154 0.542
H 0.950 0.713 3.010
H 1.716 -0.881 3.116
H 2.543 0.561 2.380
H -0.440 -0.562 -1.053
H -0.688 1.211 -1.258
H -1.701 -0.273 1.127
H -2.759 0.205 -0.236
H -2.100 1.417 0.685
C -2.212 4.263 -4.012
C -2.128 4.167 -2.407
N -1.436 5.419 -2.011
C 0.012 5.448 -2.169
C 0.563 6.804 -2.528
C -1.941 5.930 -0.752
C -1.833 4.883 0.406
H -2.994 4.988 -4.238
H -2.352 3.278 -4.457
H -1.263 4.651 -4.383
H -3.063 3.933 -1.898
H -1.395 3.402 -2.150
H 0.335 4.862 -3.030
H 0.510 5.119 -1.257
H 0.221 7.569 -1.830
H 0.130 7.163 -3.462
H 1.642 6.706 -2.641
H -1.535 6.926 -0.577
H -3.002 6.183 -0.769
H -0.800 4.671 0.684
H -2.259 5.286 1.325
H -2.276 3.914 0.176
C 4.183 -2.533 0.491
C 3.869 -3.840 1.299
N 4.832 -4.319 2.256
C 6.111 -4.833 1.735
C 5.950 -5.937 0.655
C 5.209 -3.336 3.306
C 4.090 -2.978 4.251
H 3.461 -2.422 -0.318
H 5.169 -2.561 0.027
H 4.218 -1.664 1.149
H 2.919 -3.599 1.775
H 3.670 -4.607 0.551
H 6.705 -4.030 1.298
H 6.768 -5.145 2.547
H 5.222 -6.706 0.913
H 5.632 -5.468 -0.276
H 6.897 -6.389 0.362
H 5.682 -2.453 2.877
H 5.924 -3.845 3.952
H 3.190 -2.564 3.796
H 4.408 -2.281 5.027
H 3.820 -3.919 4.731
C 4.457 -4.093 -7.280
C 3.536 -3.430 -6.225
N 3.832 -2.078 -5.853
C 2.618 -1.440 -5.290
C 2.914 0.024 -4.803
C 5.101 -1.956 -5.142
C 5.031 -2.423 -3.628
H 4.751 -3.447 -8.107
H 4.032 -5.028 -7.644
H 5.292 -4.344 -6.625
H 2.570 -3.392 -6.728
H 3.342 -4.086 -5.377
H 1.841 -1.368 -6.051
H 2.083 -1.913 -4.467
H 2.007 0.505 -4.436
H 3.596 0.140 -3.961
H 3.305 0.619 -5.629
H 5.412 -0.918 -5.026
H 5.809 -2.551 -5.718
H 4.489 -1.630 -3.114
H 5.962 -2.589 -3.086
H 4.445 -3.325 -3.452
C -8.255 0.588 -3.963
C -7.647 1.535 -2.832
N -6.330 1.214 -2.332
C -6.199 1.648 -0.903
C -6.714 0.711 0.137
C -5.258 1.712 -3.296
C -4.192 0.584 -3.380
H -8.171 -0.469 -3.712
H -7.530 0.874 -4.725
H -9.274 0.895 -4.199
H -7.794 2.565 -3.158
H -8.340 1.559 -1.991
H -5.117 1.712 -0.789
H -6.588 2.659 -0.776
H -7.796 0.634 0.030
H -6.278 -0.282 0.029
H -6.484 1.133 1.115
H -4.828 2.623 -2.880
H -5.687 1.970 -4.264
H -4.595 -0.288 -3.896
H -3.753 0.250 -2.440
H -3.369 0.961 -3.987
C 1.026 3.561 4.614
C 1.509 3.699 3.176
O 2.087 4.915 3.309
S 1.005 5.960 3.947
O -0.067 6.259 2.971
O 1.698 7.109 4.611
O 0.532 4.818 5.017
H 1.917 3.351 5.206
H 0.205 2.872 4.810
H 0.752 3.603 2.398
H 2.267 2.953 2.936
C -3.955 3.834 5.911
C -2.814 4.628 5.335
O -2.427 3.982 4.169
S -3.264 2.581 3.838
O -2.260 1.569 3.536
O -4.328 2.820 2.882
O -3.750 2.548 5.418
H -4.963 4.124 5.617
H -3.791 3.760 6.986
H -1.868 4.610 5.876
H -3.079 5.670 5.156
C 2.996 6.260 0.169
C 4.502 6.587 0.393
O 5.175 5.610 -0.320
S 4.254 4.415 -0.996
O 4.651 3.099 -0.508
O 4.020 4.568 -2.406
O 2.977 4.882 -0.140
H 2.706 6.873 -0.684
H 2.424 6.485 1.069
H 4.931 6.396 1.377
H 4.827 7.511 -0.085
```

Net charge: 0
Energy relative to the best compared isomer or geometry (same formula, charge and spin) (eV): 3.276
2S+1: 1
E_LUMO (eV): 0.239
Gap between HOMO and LUMO (eV): 8.1

Mulliken population analysis, charges in e, atoms 1 to 2: number 1, C, carries -0.879; number 2, C, carries -0.519

Record 2
ORCA calculation (ωB97M-V with the def2-TZVPD basis set) on a 9-piece molecular cluster, C48H120F6N7O16P2S6 overall.

The geometry in XYZ format:
```
205
C48H120F6N7O16P2S6 (ωB97M-V with the def2-TZVPD basis set)
C -2.026 3.609 -2.722
C -2.076 5.084 -3.066
C -2.078 5.500 -4.568
O -1.849 6.954 -4.590
C -2.360 7.587 -5.768
N -3.292 5.534 -2.249
H -4.185 5.158 -2.536
H -3.172 5.502 -1.247
H -3.442 6.530 -2.316
H -2.014 3.458 -1.643
H -1.177 3.076 -3.150
H -2.894 3.133 -3.177
H -1.258 5.643 -2.612
H -2.955 5.081 -5.061
H -1.226 5.093 -5.113
H -1.897 7.190 -6.672
H -2.193 8.656 -5.632
H -3.428 7.376 -5.823
C 4.916 -8.490 4.972
C 4.036 -7.504 4.137
C 4.744 -6.265 3.610
O 3.730 -5.317 3.045
C 4.383 -4.171 2.450
N 3.571 -8.345 2.909
H 4.433 -8.462 2.396
H 3.118 -9.241 3.018
H 2.919 -7.761 2.406
H 4.276 -9.290 5.343
H 5.422 -7.913 5.746
H 5.708 -9.016 4.438
H 3.271 -7.271 4.877
H 5.439 -6.528 2.812
H 5.383 -5.766 4.339
H 3.719 -3.474 1.940
H 5.040 -4.505 1.646
H 4.833 -3.614 3.272
C 0.338 -7.320 1.106
C -0.194 -6.204 1.944
C -0.538 -6.653 3.403
O 0.600 -7.006 4.209
C 0.359 -6.905 5.597
N 0.898 -5.153 2.036
H 0.977 -4.798 1.094
H 0.664 -4.430 2.702
H 1.810 -5.477 2.326
H -0.408 -8.105 0.979
H 1.046 -7.944 1.651
H 0.670 -7.134 0.084
H -0.935 -5.577 1.449
H -1.200 -7.504 3.243
H -1.103 -5.861 3.894
H 1.243 -7.333 6.070
H -0.434 -7.548 5.980
H 0.209 -5.879 5.931
C 0.008 0.340 1.332
C 0.078 -0.872 0.481
C 0.790 -0.503 -0.960
O -0.073 0.185 -1.819
C 0.472 0.545 -3.082
N 0.916 -1.947 1.066
H 0.984 -2.785 0.506
H 1.881 -1.653 1.122
H 0.550 -2.138 1.987
H -0.254 0.106 2.363
H -0.806 0.961 0.956
H 0.934 0.900 1.199
H -0.785 -1.538 0.451
H 1.087 -1.400 -1.504
H 1.611 0.191 -0.777
H 1.093 -0.266 -3.463
H 0.871 1.558 -3.127
H -0.413 0.717 -3.694
C 1.144 3.938 -1.476
C 2.568 4.159 -0.953
C 2.621 4.325 0.582
C 2.219 5.768 1.049
P 2.564 6.145 2.789
C 1.882 4.890 3.932
C 2.735 3.601 4.139
C 2.224 2.476 5.175
C 0.966 1.817 4.483
C 1.754 7.724 3.127
C 2.252 8.913 2.227
C 1.190 9.993 2.043
C 1.664 11.359 1.605
C 4.368 6.225 3.102
C 5.128 7.054 2.071
C 6.554 7.332 2.467
C 7.544 7.804 1.375
H 0.429 4.688 -1.138
H 0.744 2.979 -1.149
H 1.137 3.947 -2.566
H 2.985 5.009 -1.494
H 3.076 3.251 -1.282
H 3.674 4.414 0.850
H 2.102 3.519 1.100
H 1.160 5.825 0.798
H 2.741 6.595 0.568
H 0.865 4.675 3.604
H 1.693 5.308 4.921
H 3.724 3.858 4.518
H 2.799 3.062 3.194
H 1.997 3.036 6.082
H 3.000 1.764 5.455
H 0.287 2.660 4.354
H 0.563 1.124 5.222
H 1.222 1.350 3.532
H 1.989 8.013 4.151
H 0.666 7.674 3.104
H 2.610 8.520 1.275
H 3.185 9.320 2.617
H 0.620 9.961 2.971
H 0.589 9.581 1.233
H 1.884 11.459 0.542
H 2.490 11.792 2.169
H 0.865 12.060 1.844
H 4.899 5.276 3.186
H 4.475 6.673 4.090
H 4.679 8.041 1.960
H 5.053 6.645 1.064
H 6.994 6.413 2.854
H 6.659 8.074 3.259
H 7.413 8.793 0.938
H 7.466 7.272 0.427
H 8.538 7.658 1.799
C -5.347 -6.767 -2.977
C -3.974 -6.302 -3.503
C -3.955 -4.828 -3.922
C -4.335 -3.878 -2.750
P -4.455 -2.044 -3.049
C -3.280 -1.462 -4.248
C -3.444 0.080 -4.704
C -2.580 0.389 -5.923
C -2.665 -0.512 -7.223
C -4.139 -1.134 -1.515
C -4.957 -1.425 -0.343
C -4.221 -1.210 1.025
C -3.537 0.207 1.227
C -6.114 -1.596 -3.851
C -6.413 -2.136 -5.263
C -7.307 -1.176 -6.027
C -7.650 -1.467 -7.508
H -6.168 -6.413 -3.600
H -5.457 -6.286 -2.005
H -5.425 -7.853 -2.916
H -3.771 -6.944 -4.361
H -3.153 -6.538 -2.827
H -4.520 -4.701 -4.846
H -2.929 -4.592 -4.202
H -3.539 -3.957 -2.010
H -5.310 -4.162 -2.352
H -3.314 -2.080 -5.145
H -2.427 -1.596 -3.582
H -3.294 0.859 -3.957
H -4.450 0.293 -5.066
H -1.566 0.269 -5.541
H -2.604 1.424 -6.266
H -1.997 -1.358 -7.063
H -2.382 0.092 -8.085
H -3.709 -0.793 -7.361
H -4.157 -0.066 -1.734
H -3.141 -1.528 -1.325
H -5.121 -2.497 -0.231
H -5.909 -0.896 -0.382
H -3.439 -1.947 1.210
H -4.950 -1.365 1.820
H -4.308 0.975 1.293
H -2.995 0.392 0.300
H -2.936 0.172 2.135
H -6.289 -0.521 -3.799
H -6.924 -1.948 -3.211
H -7.034 -3.032 -5.263
H -5.549 -2.269 -5.914
H -6.896 -0.166 -6.022
H -8.269 -1.036 -5.534
H -6.706 -1.630 -8.028
H -8.125 -0.579 -7.926
H -8.238 -2.384 -7.480
N 3.509 -0.960 1.230
S 4.452 -0.412 -0.096
O 5.796 -0.904 -0.320
O 4.108 0.921 -0.678
F 3.747 -1.432 -1.097
S 4.281 -0.159 2.243
O 4.250 1.301 2.196
O 5.442 -0.885 2.803
F 3.200 -0.354 3.392
N 0.811 -4.176 -0.655
S -0.656 -4.377 -1.490
O -1.226 -5.720 -1.532
O -0.967 -3.429 -2.542
F -1.612 -3.728 -0.363
S 1.632 -4.633 -1.855
O 1.949 -3.566 -2.807
O 1.451 -6.030 -2.397
F 3.011 -4.782 -1.024
N 0.296 -2.859 3.584
S -1.214 -2.640 4.296
O -1.573 -1.275 4.680
O -1.851 -3.678 5.069
F -2.053 -2.763 2.923
S 1.031 -2.554 4.852
O 0.925 -3.563 5.900
O 1.119 -1.154 5.333
F 2.506 -2.882 4.255
```

Expectation value of S²: 0.76
Net charge: +4
2S+1: 2
E_LUMO (spin up / spin down) (eV): -8.354 / -14.275
Gap between HOMO and LUMO (spin up / spin down) (eV): 8.9 / 2.8

Mulliken population analysis, charges in e, atoms 1 to 2: number 1, C, carries -1.402; number 2, C, carries 0.403

Quick rundown of maximum force, same order as above: 4.78; 12.21 eV/A
Quick rundown of DFT total energy, same order as above: -119170.6311; -194760.7414 eV